{"formula": "C17H17BCl4N2O", "method": "the ωB97M-V functional and the def2-TZVPD basis", "multiplicity": 1, "lumo_ev": -0.63, "homo_lumo_gap_ev": 8.6, "species": ["Cl", "B", "Cl", "Cl", "O", "C", "C", "C", "C", "C", "Cl", "C", "C", "H", "H", "H", "H", "H", "C", "C", "C", "C", "C", "N", "C", "C", "C", "N", "C", "C", "H", "H", "H", "H", "H", "H", "H", "H", "H", "H", "H", "H"], "xyz": [[-2.5414, -2.2228, -3.5143], [-3.0784, -1.1438, -2.0972], [-2.6576, 0.6875, -2.3005], [-4.9726, -1.3313, -1.8656], [-2.2829, -1.5826, -0.9083], [-2.7958, -1.3229, 0.3608], [-1.6387, -0.9987, 1.3575], [-1.6227, 0.1490, 2.1532], [-0.8873, 0.1503, 3.3418], [-0.0910, -0.9609, 3.6725], [0.6220, -1.0512, 5.2225], [-0.0071, -2.0328, 2.7749], [-0.7446, -2.0247, 1.5978], [-3.5399, -0.5255, 0.4505], [-2.2778, 1.0009, 1.8980], [-0.9778, 0.9785, 4.0473], [0.6040, -2.8919, 3.0350], [-0.7052, -2.8617, 0.8857], [-6.2586, 1.4509, 2.9337], [-7.1478, 0.8276, 2.0508], [-6.7516, -0.3415, 1.3979], [-5.5046, -0.9505, 1.6917], [-5.0743, -2.2303, 1.0782], [-3.7578, -2.4919, 0.8739], [-3.4189, -3.8170, 0.2962], [-4.5255, -4.6485, -0.3798], [-5.9269, -4.3729, 0.0589], [-6.0523, -3.0830, 0.7573], [-4.6698, -0.3267, 2.6437], [-4.9743, 0.9302, 3.1533], [-6.5729, 2.3101, 3.4997], [-8.1530, 1.2517, 1.8933], [-7.4283, -0.7794, 0.6566], [-2.6480, -3.5419, -0.4377], [-2.9412, -4.4123, 1.1092], [-4.4727, -4.4415, -1.4551], [-4.2828, -5.7060, -0.2182], [-6.6042, -4.3609, -0.8176], [-6.2768, -5.1356, 0.7789], [-7.0023, -2.8602, 0.9872], [-3.7854, -0.8526, 2.9674], [-4.2292, 1.4656, 3.7471]], "atomic_forces_ev_per_a": [[-0.15, 0.35, 0.34], [0.72, 0.17, 0.33], [-0.35, -0.50, -0.17], [0.40, 0.03, 0.01], [-1.73, -0.12, 1.15], [0.31, 1.29, 0.11], [-1.18, -0.81, -0.66], [-0.45, -0.10, 0.13], [0.33, -0.13, -0.10], [-1.24, 0.16, -1.25], [0.41, -0.03, 0.43], [0.47, 0.12, 0.29], [0.05, -0.40, 0.29], [0.56, 0.38, -0.78], [0.39, -0.57, 0.23], [0.17, -0.18, -0.29], [0.01, 0.15, -0.07], [0.03, 0.31, 0.53], [0.40, -0.39, -0.21], [0.16, -0.19, 0.24], [0.25, -0.25, -0.10], [-0.45, 0.85, 0.66], [0.40, 0.01, -0.50], [-1.14, -0.40, -0.83], [0.89, -0.09, 0.85], [0.97, 0.33, -0.84], [-0.77, 0.06, 0.72], [0.90, -0.36, -0.09], [-0.32, -0.18, -0.69], [-0.62, -0.29, 0.07], [-0.02, 0.39, -0.15], [0.68, -0.30, -0.01], [0.35, 0.15, 0.18], [-0.23, -0.63, 0.10], [-0.32, 0.42, -0.48], [0.12, -0.12, 0.21], [-0.08, 0.27, -0.16], [0.27, 0.03, 0.56], [0.03, 0.24, -0.40], [0.03, 0.45, 0.35], [0.20, 0.13, -0.11], [-0.44, -0.27, 0.07]], "mulliken_charge": [-0.33, 0.61, -0.33, -0.28, -0.56, -0.63, -0.41, -0.16, -0.61, 0.25, -0.22, -0.60, -0.68, 1.06, 0.69, 0.41, 0.39, 0.43, -0.47, -0.87, -0.61, 0.41, 0.25, 0.34, -0.59, -0.77, -0.69, -0.16, -0.12, -0.69, 0.40, 0.37, 0.39, 0.35, 0.50, 0.27, 0.37, 0.34, 0.40, 0.24, 0.86, 0.43]}